This record from OMol25 describes C38H31N2O6P2Pt as an isolated structure. The level of theory is wB97M-V/def2-TZVPD.

Structure (XYZ):
```
80
C38H31N2O6P2Pt wB97M-V/def2-TZVPD
Pt 0.4040 -0.0899 1.1453
C 0.7299 0.2897 5.0642
C -0.5577 0.0775 4.3584
N -0.7326 -0.0916 3.0571
C -2.0766 -0.2457 2.8331
C -2.7380 -0.1561 4.0168
N -1.7642 0.0423 4.9608
C -4.1631 -0.1814 4.4431
O -5.0602 -0.3850 3.4997
O -4.4245 -0.0040 5.6046
C -2.5710 -0.4221 1.4518
O -3.7611 -0.6143 1.2357
O -1.6687 -0.3215 0.5283
H 1.5458 0.2697 4.3467
H 0.8820 -0.4760 5.8248
H 0.7356 1.2606 5.5606
H -1.9771 0.1570 5.9430
H -4.6323 -0.5088 2.6109
C -2.9061 -2.4186 -2.6132
C -2.2442 -1.3557 -3.2140
C -0.9547 -1.0354 -2.8255
C -0.3191 -1.7913 -1.8376
C -0.9859 -2.8568 -1.2374
C -2.2774 -3.1691 -1.6303
P 1.2955 -1.2543 -1.2812
C 2.4522 -1.4265 -2.6542
C 3.7172 -0.8512 -2.5166
C 4.6556 -0.9849 -3.5256
C 4.3304 -1.6860 -4.6801
C 3.0733 -2.2559 -4.8233
C 2.1288 -2.1264 -3.8157
C 1.8559 -2.3268 0.0300
C 2.6383 -3.4761 -0.0882
C 2.8948 -4.2104 1.0557
C 2.3868 -3.8091 2.2940
C 1.6253 -2.6585 2.4156
C 1.3933 -1.9017 1.2695
H -3.9170 -2.6615 -2.9107
H -2.7342 -0.7729 -3.9819
H -0.4438 -0.1995 -3.2918
H -0.5043 -3.4362 -0.4601
H -2.7947 -3.9959 -1.1639
H 3.9749 -0.3106 -1.6121
H 5.6364 -0.5442 -3.4135
H 5.0603 -1.7880 -5.4712
H 2.8262 -2.8043 -5.7217
H 1.1470 -2.5652 -3.9337
H 3.0186 -3.7919 -1.0512
H 3.4885 -5.1123 0.9921
H 2.6093 -4.3998 3.1728
H 1.2565 -2.3417 3.3819
O 3.5489 2.5442 1.9861
C 2.4743 2.1694 1.5972
O 1.8563 1.1305 2.1337
C 1.7460 2.9086 0.4696
P 0.2293 2.0694 -0.0432
C 0.0917 2.1955 -1.8328
C 1.1997 1.7567 -2.5636
C 1.1824 1.7723 -3.9464
C 0.0557 2.2332 -4.6170
C -1.0351 2.6992 -3.8993
C -1.0209 2.6863 -2.5110
C -1.1590 2.7529 0.8627
C -2.4849 2.5014 0.4923
C -3.5240 2.9293 1.2995
C -3.2559 3.5833 2.4957
C -1.9438 3.8090 2.8866
C -0.8970 3.3950 2.0792
H 2.4162 3.0181 -0.3831
H 1.5131 3.9185 0.8147
H 2.0852 1.3955 -2.0537
H 2.0437 1.4195 -4.4975
H 0.0363 2.2426 -5.6982
H -1.9012 3.0855 -4.4183
H -1.8695 3.0797 -1.9744
H -2.7098 1.9184 -0.3883
H -4.5440 2.7249 1.0057
H -4.0722 3.9063 3.1273
H -1.7334 4.3127 3.8203
H 0.1182 3.5603 2.4148
```

## Properties
- HOMO energy (alpha / beta): -10.32 / -11.53 eV
- Expectation value of S²: 6.023
- Energy above the lowest of the compared OMol25 structures with the same formula, charge and spin: 0.412 eV
- Orbital gap (alpha / beta): 8.0176 / 5.4860 eV
- Electronic energy: -76991.5371 eV
- Net charge: +1
- 2S+1: 5